# 1
Computed, not measured: a structure of composition C32H45BBr2N9O2ReS3Se, with wB97M-V/def2-TZVPD.

Structure (XYZ):
```
96
Properties=species:S:1:pos:R:3:mulliken_spin:R:1
Re -0.593 -0.205 0.862 1.19
C 2.345 -1.082 3.986 0.00
C 3.132 -2.097 3.178 0.00
C 2.485 -3.471 3.347 0.00
C 4.579 -2.102 3.677 0.00
N 3.172 -1.798 1.702 -0.01
C 3.883 -2.665 0.893 -0.01
C 3.803 -2.207 -0.365 0.01
N 3.050 -1.058 -0.349 0.01
B 2.775 -0.345 -1.702 0.02
N 1.559 -0.970 -2.449 0.00
C 1.558 -0.927 -3.823 0.00
C 0.451 -1.549 -4.266 0.00
N -0.246 -1.988 -3.159 0.01
C 0.444 -1.622 -2.053 0.00
S 0.050 -2.088 -0.413 0.06
C -1.488 -2.842 -3.238 0.01
C -2.640 -2.189 -2.478 -0.01
C -1.896 -2.974 -4.703 0.00
C -1.161 -4.232 -2.693 0.00
N 2.735 1.199 -1.472 -0.01
C 3.775 1.745 -0.762 -0.01
C 3.474 3.034 -0.501 -0.01
N 2.251 3.299 -1.076 -0.01
C 1.810 2.155 -1.669 -0.02
S 0.413 1.952 -2.634 -0.19
C 1.500 4.578 -0.828 0.01
C 0.764 5.073 -2.073 -0.01
C 0.521 4.294 0.311 0.00
C 2.498 5.658 -0.410 0.00
C 2.648 -0.821 0.919 0.03
S 1.651 0.563 1.325 0.00
H 2.439 -1.376 5.033 0.00
H 1.295 -1.110 3.714 0.00
H 2.741 -0.075 3.871 0.00
H 2.434 -3.711 4.410 0.00
H 3.061 -4.255 2.856 0.00
H 1.473 -3.461 2.942 0.00
H 4.582 -2.320 4.745 0.00
H 5.043 -1.127 3.525 0.00
H 5.189 -2.859 3.186 0.00
H 4.389 -3.529 1.281 0.00
H 4.232 -2.587 -1.275 0.00
H 3.735 -0.572 -2.391 0.00
H 2.349 -0.445 -4.369 0.00
H 0.114 -1.710 -5.270 0.00
H -2.859 -1.200 -2.880 0.00
H -2.432 -2.089 -1.416 0.01
H -3.528 -2.812 -2.598 0.00
H -2.121 -2.005 -5.152 0.00
H -2.804 -3.574 -4.740 0.00
H -1.140 -3.486 -5.298 0.00
H -0.934 -4.209 -1.630 0.00
H -0.314 -4.664 -3.229 0.00
H -2.025 -4.881 -2.844 0.00
H 4.643 1.171 -0.488 0.00
H 4.043 3.770 0.030 0.00
H 1.417 5.072 -2.947 0.00
H -0.119 4.485 -2.299 0.00
H 0.451 6.100 -1.883 0.00
H -0.152 3.481 0.036 0.00
H -0.079 5.182 0.517 0.00
H 1.057 4.010 1.219 0.00
H 3.287 5.782 -1.154 0.00
H 2.946 5.467 0.564 0.00
H 1.960 6.601 -0.331 0.00
Br -1.220 1.709 2.590 0.00
C -0.473 1.205 4.311 0.00
Br -1.568 -0.018 5.290 0.00
H -0.386 2.126 4.873 0.00
H 0.485 0.751 4.097 0.00
Se -1.282 0.869 -1.114 -0.11
C -2.449 2.411 -1.128 0.00
C -3.209 2.809 -0.045 0.01
C -4.078 3.882 -0.202 0.00
N -4.224 4.552 -1.338 0.00
C -3.513 4.137 -2.383 0.00
C -2.628 3.071 -2.337 0.00
H -3.181 2.287 0.894 -0.01
H -4.689 4.209 0.633 0.00
H -3.660 4.682 -3.309 0.00
H -2.087 2.776 -3.226 0.00
C -5.945 -1.961 1.704 0.00
N -4.501 -2.003 1.924 0.00
C -3.949 -2.834 2.843 0.01
C -2.622 -2.867 3.110 0.00
C -1.823 -1.961 2.365 0.01
O -0.568 -1.764 2.470 0.02
N -2.379 -1.167 1.428 -0.02
C -3.725 -1.097 1.184 0.00
O -4.242 -0.330 0.399 0.01
H -6.392 -2.851 2.139 0.00
H -6.145 -1.928 0.637 0.00
H -6.376 -1.071 2.161 0.00
H -4.647 -3.478 3.362 0.00
H -2.198 -3.527 3.849 0.00
```

Results
Lowest unoccupied orbital energy (alpha / beta) = -2.848 / -2.954 eV
Charge = +1
Kohn-Sham gap (alpha / beta) = 0.241 / 0.222 Ha
Spin multiplicity = 2
Relative energy (zero: lowest compared OMol25 entry of this formula, charge and spin) = 0.0 kcal/mol
Strongest force on any atom = 0.6 eV/Å
HOMO level (alpha / beta) = -9.40 / -9.00 eV

=====

# 2
Computed, not measured: a cluster of 10 separate species, C30H80O10 in total, with wB97M-V/def2-TZVPD.

Structure (XYZ):
```
120
Properties=species:S:1:pos:R:3:mulliken_charge:R:1
C 2.325 -5.384 4.188 -1.19
C 1.442 -5.253 5.390 0.37
C 1.568 -3.836 6.120 -1.13
O 0.050 -5.350 5.059 -0.53
H 2.255 -4.510 3.541 0.27
H 2.272 -6.354 3.694 0.32
H 3.368 -5.338 4.500 0.35
H 1.667 -6.075 6.069 0.27
H 2.569 -3.597 6.481 0.35
H 0.878 -3.867 6.963 0.31
H 1.151 -3.130 5.402 0.29
H -0.268 -4.519 4.699 0.30
C -3.370 6.277 0.895 -1.39
C -4.842 6.591 0.703 0.61
C -5.664 6.335 1.983 -1.16
O -4.862 7.911 0.252 -0.53
H -3.017 6.920 1.701 0.36
H -2.798 6.568 0.014 0.36
H -3.118 5.287 1.275 0.33
H -5.221 5.912 -0.061 0.16
H -5.099 6.733 2.826 0.29
H -5.716 5.252 2.101 0.33
H -6.715 6.624 1.972 0.33
H -4.179 7.951 -0.421 0.31
C 5.695 1.134 -5.328 -1.30
C 5.938 2.331 -4.392 0.56
C 6.717 1.856 -3.122 -1.26
O 6.661 3.354 -5.065 -0.53
H 5.067 1.481 -6.148 0.38
H 5.134 0.439 -4.703 0.32
H 6.570 0.607 -5.707 0.33
H 4.923 2.592 -4.094 0.17
H 7.684 1.442 -3.407 0.35
H 6.261 0.989 -2.645 0.36
H 6.888 2.667 -2.415 0.31
H 6.281 3.462 -5.940 0.32
C 2.522 2.145 6.226 -1.23
C 3.037 2.578 7.519 0.67
C 2.022 2.433 8.679 -1.24
O 4.280 1.956 7.803 -0.52
H 2.719 2.807 5.382 0.28
H 1.437 2.104 6.316 0.30
H 2.774 1.118 5.964 0.35
H 3.281 3.640 7.524 0.16
H 2.254 1.521 9.229 0.29
H 0.963 2.436 8.421 0.33
H 2.153 3.192 9.450 0.31
H 4.276 1.302 7.101 0.30
C -3.505 -0.055 4.104 -1.23
C -3.626 -1.551 3.867 0.31
C -4.864 -1.889 2.963 -1.22
O -2.462 -1.927 3.227 -0.47
H -3.420 0.471 3.153 0.27
H -2.512 0.115 4.520 0.32
H -4.340 0.231 4.744 0.39
H -3.610 -1.963 4.877 0.34
H -5.819 -1.471 3.282 0.36
H -5.065 -2.961 2.955 0.32
H -4.767 -1.591 1.919 0.32
H -2.439 -1.531 2.353 0.29
C -0.290 -6.542 -2.233 -1.44
C -1.683 -6.124 -1.779 0.61
C -1.726 -6.149 -0.225 -1.27
O -1.866 -4.858 -2.266 -0.53
H 0.135 -7.498 -1.926 0.38
H 0.508 -5.819 -2.063 0.34
H -0.292 -6.592 -3.322 0.35
H -2.365 -6.804 -2.291 0.25
H -1.350 -5.222 0.209 0.30
H -1.203 -6.943 0.308 0.35
H -2.724 -6.242 0.204 0.35
H -2.804 -4.705 -2.131 0.31
C -0.079 1.624 -1.804 -1.22
C 0.442 0.230 -1.269 0.53
C 1.491 0.244 -0.182 -1.34
O -0.655 -0.511 -0.723 -0.49
H 0.663 2.407 -1.648 0.34
H -1.014 1.928 -1.334 0.34
H -0.455 1.433 -2.809 0.28
H 0.862 -0.368 -2.078 0.29
H 1.138 0.770 0.705 0.29
H 2.447 0.703 -0.432 0.39
H 1.862 -0.747 0.076 0.33
H -0.653 -1.392 -1.104 0.26
C 7.000 -2.106 4.957 -1.25
C 7.899 -1.236 4.144 0.40
C 7.772 -1.657 2.635 -1.25
O 7.437 0.067 4.216 -0.54
H 6.055 -2.000 4.425 0.30
H 6.936 -1.735 5.980 0.32
H 7.334 -3.124 4.752 0.35
H 8.931 -1.313 4.486 0.35
H 8.047 -0.931 1.870 0.33
H 6.751 -1.898 2.338 0.29
H 8.340 -2.573 2.474 0.36
H 8.139 0.611 4.579 0.33
C -5.280 0.488 -4.176 -1.25
C -6.427 -0.427 -4.765 0.75
C -6.752 -0.369 -6.216 -1.51
O -6.076 -1.704 -4.418 -0.53
H -5.286 0.613 -3.093 0.33
H -5.190 1.484 -4.610 0.31
H -4.315 -0.018 -4.221 0.33
H -7.354 -0.205 -4.236 0.11
H -7.140 0.635 -6.388 0.35
H -7.504 -1.121 -6.453 0.42
H -5.860 -0.545 -6.817 0.39
H -6.320 -2.306 -5.125 0.30
C -3.333 2.080 -10.033 -1.18
C -2.689 3.125 -9.174 0.38
C -1.876 2.481 -8.000 -1.10
O -1.818 3.804 -10.002 -0.51
H -2.705 1.327 -10.511 0.33
H -3.838 2.560 -10.871 0.29
H -4.097 1.500 -9.516 0.32
H -3.513 3.619 -8.659 0.26
H -1.242 1.750 -8.501 0.32
H -2.591 1.877 -7.440 0.25
H -1.362 3.166 -7.326 0.30
H -2.249 4.649 -10.151 0.35
```

Results
Lowest unoccupied orbital energy = 0.225 eV
Kohn-Sham gap = 0.375 Ha
Relative energy (zero: lowest compared OMol25 entry of this formula, charge and spin) = 128.9 kcal/mol
Strongest force on any atom = 3.5 eV/Å
SMILES string = CC(C)O.CC(C)O.CC(C)O.CC(C)O.CC(C)O.CC(C)O.CC(C)O.CC(C)O.CC(C)O.CC(C)O
HOMO level = -9.99 eV

=====

# 3
Computed, not measured: a cluster of 2 separate species, CH3ClN2S in total, with wB97M-V/def2-TZVPD.

Structure (XYZ):
```
8
Properties=species:S:1:pos:R:3:nbo_charge:R:1
C -2.041 0.525 -0.100 0.00
N -0.431 2.175 0.189 -0.43
N -1.131 1.230 0.188 0.00
S 2.023 -1.515 0.209 -0.31
Cl -2.179 -1.130 -0.211 0.07
H -0.027 2.610 0.941 0.36
H 2.885 -2.185 -0.618 0.15
H 0.901 -1.710 -0.599 0.16
```

Results
Lowest unoccupied orbital energy = 0.047 eV
Kohn-Sham gap = 0.333 Ha
Relative energy (zero: lowest compared OMol25 entry of this formula, charge and spin) = 85.2 kcal/mol
Strongest force on any atom = 4.7 eV/Å
HOMO level = -9.02 eV

=====

# 4
Computed, not measured: a structure of composition C4H3ClNS, with wB97M-V/def2-TZVPD.

Structure (XYZ):
```
10
Properties=species:S:1:pos:R:3:nbo_charge:R:1
C 0.223 -1.105 -0.124 -0.44
C 0.469 -0.664 1.132 0.02
C -0.228 0.022 -0.795 -0.12
C -0.420 0.960 0.277 -0.03
N -0.023 0.570 1.470 -0.58
S 0.981 1.356 -1.130 -0.26
Cl -1.547 0.110 -2.149 -0.17
H 0.588 -1.927 -0.696 0.21
H 0.936 -1.162 1.903 0.17
H -0.979 1.841 0.112 0.21
```

Results
Lowest unoccupied orbital energy = 3.711 eV
Charge = -1
Kohn-Sham gap = 0.245 Ha
Relative energy (zero: lowest compared OMol25 entry of this formula, charge and spin) = 27.7 kcal/mol
Strongest force on any atom = 3.4 eV/Å
HOMO level = -2.97 eV